Molecular formula: C31H61NO11Rb2
Method: DFT, ωB97M-V with the def2-TZVPD basis set

Properties
relative energy (zero: lowest compared OMol25 entry of this formula, charge and spin)	2.029	eV
HOMO energy	-5.84	eV
DFT total energy	-58457.407	eV
LUMO level	-0.3	eV
Kohn-Sham gap	5.51	eV

```
! wB97M-V def2-TZVPD RIJCOSX def2/J DEFGRID3
* xyz 0 1
Rb -1.57136 -2.91163 -3.14655
Rb 0.79798 0.15783 -0.30765
O 0.36900 -0.57355 -5.02309
C 0.93832 -0.34972 -3.84206
O 0.89258 -1.23760 -2.93990
O 1.41616 0.76301 -3.59030
H 0.73778 0.24758 -5.35678
C -4.87356 -1.46485 -1.62446
C -4.43681 -1.81845 -0.18637
C -5.30115 -3.11135 0.09183
C -4.86292 -3.72500 1.42831
C -3.37670 -4.19522 1.33152
C -2.30627 -3.05981 0.96745
N -2.97959 -2.18664 -0.10391
O -2.10049 -1.10700 -0.50119
C -1.11668 -3.86536 0.53376
C -1.95442 -2.27618 2.28489
C -4.98523 -0.75156 0.83003
H -5.94755 -1.54995 -1.79000
H -4.48337 -2.20876 -2.31905
H -4.37710 -0.52485 -1.86535
H -5.17002 -3.90627 -0.64235
H -6.38421 -2.99271 0.12335
H -5.52511 -4.54034 1.71957
H -4.93444 -3.03113 2.26588
H -3.36600 -4.95113 0.54629
H -3.09750 -4.76082 2.22048
H -1.15127 -4.05589 -0.53890
H -1.01166 -4.88316 0.90945
H -0.20424 -3.26963 0.55944
H -2.71752 -1.52107 2.47353
H -0.93623 -1.88714 2.29104
H -2.01343 -2.80351 3.23702
H -4.76316 -0.96679 1.87524
H -6.07224 -0.70747 0.76250
H -4.53167 0.20053 0.55449
C 2.74551 -4.32128 -2.51388
C 3.86745 -3.55334 -1.80523
O 4.83317 -4.20330 -1.39391
C 3.72160 -2.05008 -1.68163
H 1.77761 -4.20277 -2.02682
H 3.04550 -5.36918 -2.51666
H 2.61675 -4.02224 -3.55412
H 3.43901 -1.51043 -2.58552
H 4.78493 -1.82204 -1.60799
H 3.12814 -1.90935 -0.77824
C 1.42316 6.18823 -0.54353
C 0.40171 5.54874 -1.41623
O 0.61402 5.10222 -2.50594
C -0.96191 5.53471 -0.84727
H 1.73038 5.53531 0.27342
H 0.93641 7.10848 -0.22057
H 2.32702 6.55205 -1.03218
H -1.63852 5.64025 -1.69530
H -1.19937 6.31279 -0.12179
H -1.02395 4.54140 -0.40277
C -2.28029 0.97175 3.77695
C -1.43459 1.46684 2.63347
O -0.21357 1.30828 2.58009
C -2.29052 2.05023 1.48072
H -2.22594 -0.11583 3.72883
H -3.34100 1.15990 3.61082
H -2.01180 1.35138 4.76280
H -3.25943 2.29605 1.91533
H -2.38577 1.36672 0.63701
H -1.89988 2.97610 1.05851
C 4.06666 1.65543 3.72467
C 5.40182 2.28340 3.48007
O 6.17450 1.89444 2.63778
C 5.76492 3.45141 4.34971
H 3.99122 1.37625 4.77560
H 3.88434 0.71601 3.20280
H 3.20787 2.28408 3.48933
H 6.75396 3.82509 4.08464
H 5.83356 3.18276 5.40385
H 5.19764 4.38178 4.32327
C 4.27381 3.87903 -1.86103
C 3.77721 2.93255 -0.75802
O 2.74022 3.09302 -0.18771
C 4.75907 1.78656 -0.36208
H 4.34420 4.90156 -1.49010
H 3.44253 4.04877 -2.54533
H 5.20556 3.58239 -2.34263
H 4.21903 0.94184 0.06561
H 5.45138 2.27580 0.32309
H 5.27092 1.45453 -1.26533
C -4.01033 1.80053 -6.37911
C -3.00903 1.50152 -5.25686
O -1.79500 1.76449 -5.43933
C -3.42878 0.90400 -3.91934
H -4.63245 2.67555 -6.19095
H -4.70065 0.95768 -6.41306
H -3.45258 1.89939 -7.31037
H -4.46582 0.58041 -4.00849
H -3.36564 1.62930 -3.10813
H -2.81476 0.03320 -3.68960
C 1.79074 -3.53745 2.96635
C 2.73065 -2.32412 2.84821
O 2.41069 -1.40503 2.06759
C 3.90063 -2.25306 3.71822
H 1.56977 -3.77869 4.00610
H 2.22563 -4.40386 2.46805
H 0.83396 -3.44038 2.45326
H 3.88119 -1.40910 4.40774
H 4.71741 -2.06556 3.02121
H 4.02816 -3.18203 4.27397
*
```

=====

Molecular formula: C31H62BBr2NO24S6
Method: DFT, ωB97M-V with the def2-TZVPD basis set

Properties
relative energy (zero: lowest compared OMol25 entry of this formula, charge and spin)	10.232	eV
HOMO energy	-8.99	eV
SMILES	CCCCCCCCCCCCCCB(NCC)/C(Br)=C(\C)Br.O=S1(=O)OCCO1.O=S1(=O)OCCO1.O=S1(=O)OCCO1.O=S1(=O)OCCO1.O=S1(=O)OCCO1.O=S1(=O)OCCO1
DFT total energy	-289540.347	eV
LUMO level	-0.5	eV
Kohn-Sham gap	8.45	eV

```
! wB97M-V def2-TZVPD RIJCOSX def2/J DEFGRID3
* xyz 0 1
C 3.03333 -1.09093 -6.08650
C 2.31935 -2.17763 -5.03407
C 0.87382 -2.56218 -5.70337
C -0.18427 -3.31158 -4.70192
C 0.22237 -3.29767 -3.11511
C 0.02735 -1.85903 -2.35496
C -0.58335 -0.65493 -3.28427
C -0.76995 0.74633 -2.39030
C 0.72805 1.39446 -2.02504
C 0.56531 2.56015 -0.84775
C 0.37581 1.81243 0.63456
C 1.80097 1.84639 1.44661
C 1.75949 1.19794 2.95137
C 0.26205 0.85457 3.52264
B -0.24513 -0.70342 3.17608
N -1.70180 -1.00882 3.53655
C -2.45226 -1.65099 2.39092
C -2.94809 -0.56558 1.24171
C 0.72397 -1.87578 2.53456
Br 1.80240 -1.64966 0.82705
C 0.84612 -3.23086 3.20591
C 0.03702 -3.65442 4.57357
Br 2.05635 -4.62084 2.33496
H 2.19724 -0.29095 -6.37225
H 3.82207 -0.48011 -5.43597
H 3.51559 -1.60904 -7.01953
H 2.99512 -3.13637 -5.04030
H 2.26395 -1.62010 -4.00699
H 1.10012 -3.32603 -6.58822
H 0.31469 -1.64395 -6.21046
H -0.23731 -4.45198 -5.02827
H -1.25236 -2.86773 -4.92156
H 1.32708 -3.69537 -2.90975
H -0.49285 -4.07637 -2.56286
H 1.11722 -1.50567 -2.02745
H -0.59977 -1.93689 -1.36551
H -1.63150 -0.91823 -3.78342
H 0.21232 -0.36144 -4.12282
H -1.43331 0.58557 -1.43196
H -1.24694 1.52811 -3.15569
H 1.47109 0.60127 -1.58703
H 1.25891 1.83254 -2.99968
H -0.36235 3.24975 -1.04732
H 1.51352 3.27487 -0.84024
H -0.06408 0.74496 0.44405
H -0.36920 2.51513 1.24744
H 2.15548 2.95844 1.53898
H 2.59599 1.28241 0.76034
H 2.47582 0.25070 3.00631
H 2.25058 2.00708 3.67514
H -0.55932 1.66283 3.25887
H 0.34774 0.87838 4.71295
H -1.78208 -1.54332 4.42919
H -1.90521 -2.58315 1.90950
H -3.45686 -2.09297 2.86014
H -3.78020 -1.11759 0.59206
H -3.51641 0.29714 1.82868
H -2.07506 -0.14000 0.58746
H 0.32203 -2.99775 5.51905
H 0.31508 -4.79318 4.78618
H -1.13457 -3.63673 4.44919
O 3.51072 1.22249 -2.91985
S 3.93998 2.47248 -2.33300
O 3.88484 2.73575 -0.91383
O 3.18580 3.68735 -3.11608
C 4.15819 4.56120 -3.68706
C 5.37965 3.68817 -3.96196
O 5.45152 2.78869 -2.85808
H 4.38797 5.34081 -2.95360
H 3.76764 5.02325 -4.59770
H 6.29929 4.27241 -4.04383
H 5.24329 3.09512 -4.87247
O 4.91844 7.35751 -3.36439
S 4.96762 7.30674 -1.92005
O 5.24784 6.09586 -1.18408
O 3.59025 7.95914 -1.34114
C 3.90577 9.06709 -0.49967
C 5.22678 9.61840 -1.02949
O 5.98632 8.47147 -1.40424
H 4.01586 8.69642 0.52455
H 3.10521 9.81093 -0.53246
H 5.76212 10.20782 -0.28132
H 5.06859 10.22648 -1.92645
O 6.67874 -3.28742 -3.45777
S 6.86999 -3.46769 -2.03578
O 7.98069 -4.20365 -1.47800
O 5.48700 -4.06001 -1.40778
C 5.00137 -3.17058 -0.40365
C 5.50250 -1.78663 -0.80775
O 6.81385 -2.00084 -1.32471
H 5.42539 -3.47809 0.55770
H 3.91031 -3.21516 -0.35011
H 5.52884 -1.09092 0.03431
H 4.88827 -1.36378 -1.60978
O -2.90106 -4.34937 7.54086
S -3.34883 -3.28312 6.67267
O -2.59319 -2.07039 6.46128
O -4.86806 -2.87949 7.10503
C -5.74153 -3.05222 5.99040
C -5.11255 -4.15792 5.14688
O -3.70727 -3.92790 5.21795
H -5.77924 -2.10796 5.43769
H -6.74694 -3.31400 6.33083
H -5.45487 -4.13625 4.10951
H -5.31532 -5.14479 5.57620
O -10.57043 -5.53282 3.87669
S -9.25400 -5.52822 4.47511
O -8.77168 -4.45107 5.30788
O -8.15972 -5.80487 3.29870
C -7.40705 -6.97480 3.61485
C -8.33884 -7.84470 4.45435
O -9.05671 -6.93209 5.28174
H -6.52793 -6.66882 4.19109
H -7.08407 -7.47912 2.70018
H -7.79482 -8.57096 5.06292
H -9.06338 -8.36957 3.82277
O -5.63276 6.72304 -1.60002
S -4.31633 6.72764 -1.00160
O -3.83401 7.80479 -0.16882
O -3.22205 6.45099 -2.17800
C -2.46939 5.28106 -1.86186
C -3.40117 4.41116 -1.02236
O -4.11904 5.32377 -0.19497
H -1.59026 5.58704 -1.28561
H -2.14640 4.77674 -2.77652
H -2.85715 3.68490 -0.41378
H -4.12571 3.88629 -1.65394
*
```

=====

Molecular formula: C31H63Cl14N3O8PS2
Method: DFT, ωB97M-V with the def2-TZVPD basis set

Properties
HOMO energy	-10.64	eV
DFT total energy	-260283.999	eV
LUMO level	-3.0	eV
Kohn-Sham gap	7.65	eV

```
! wB97M-V def2-TZVPD RIJCOSX def2/J DEFGRID3
* xyz 1 1
C -1.50643 4.88472 -3.27425
C -2.69641 5.25991 -2.37272
C -2.85156 4.31848 -1.16302
C -2.82907 2.84017 -1.60725
C -3.86131 1.93277 -0.87315
C -3.34804 0.49802 -0.61865
C -2.63905 0.18713 0.74358
C -2.63766 1.35611 1.74297
C -1.74619 2.58084 1.50461
C -0.78806 2.82441 2.70063
S 0.65005 3.84071 2.22477
C 1.96019 3.02699 3.17557
S 3.13452 2.29679 2.28438
N 1.88692 3.03383 4.52613
C 1.52472 4.35476 5.10211
C 0.02173 4.54518 5.36801
C 3.04952 2.42543 5.18914
C 4.32758 3.30151 5.20129
O -3.48611 -0.82703 1.32525
C -2.95641 -1.92887 2.03553
O -3.72210 -2.97004 1.53484
C -3.47354 -4.27840 2.07742
C -2.81795 -5.23876 1.08212
C -3.01747 -6.70179 1.48357
P -3.43557 -1.58874 3.85237
O -4.18739 -2.66616 4.46102
O -2.17394 -1.22785 4.77791
O -4.36110 -0.26153 3.83897
C -1.47316 -2.29516 1.79560
O -0.87644 -2.93573 2.87121
N -0.54749 -1.10186 1.42789
O -0.29433 -0.39605 2.58494
C -1.24403 -0.38395 0.32326
N -0.41191 0.48566 -0.49358
C 0.87665 0.86495 0.11512
C -0.05176 -0.24273 -1.71041
C -0.47207 0.29728 -3.05035
O 0.57842 -1.23949 -1.66261
H -0.68222 4.40839 -2.73932
H -1.85792 4.13730 -3.99242
H -1.16185 5.71237 -3.88736
H -3.61046 5.14350 -2.96377
H -2.58628 6.29691 -2.05321
H -1.99101 4.54671 -0.52750
H -3.73749 4.57417 -0.58100
H -1.81619 2.44765 -1.53061
H -3.07781 2.83029 -2.66994
H -4.66567 1.82382 -1.60323
H -4.32163 2.42891 -0.02114
H -2.71607 0.24380 -1.46765
H -4.21163 -0.15795 -0.71088
H -2.38278 0.94904 2.72192
H -3.66724 1.68321 1.85837
H -1.18203 2.61533 0.57776
H -2.38078 3.46418 1.49025
H -1.35890 3.40986 3.42023
H -0.51385 1.90925 3.22092
H 1.95678 5.18358 4.54598
H 2.00408 4.39241 6.07947
H -0.13919 5.04619 6.31894
H -0.37495 5.23168 4.61626
H -0.53833 3.61714 5.30383
H 3.24826 1.41935 4.84325
H 2.75850 2.30796 6.23730
H 4.74800 3.41189 6.19664
H 4.19393 4.25718 4.70032
H 5.07555 2.76960 4.61258
H -2.98636 -4.29441 3.04850
H -4.45235 -4.71832 2.27609
H -1.73827 -5.06966 0.98550
H -3.28538 -5.04299 0.11321
H -2.49999 -7.30343 0.73578
H -4.06840 -6.98251 1.50804
H -2.49904 -6.89845 2.42740
H -1.93606 -0.28813 4.75560
H -4.59649 -0.15912 4.77927
H -1.37901 -2.95696 0.93272
H -0.01630 -3.25573 2.55742
H 0.31437 -1.54987 1.09168
H 0.62855 -0.07399 2.56728
H -1.53267 -1.19783 -0.35067
H 0.77362 1.33407 1.08734
H 1.37638 1.59637 -0.51915
H 1.56294 0.01820 0.24051
H 0.08724 -0.18110 -3.84479
H -0.41364 1.38463 -3.09421
H -1.52290 0.04698 -3.22374
C 3.92549 -1.95785 -1.03774
Cl 5.58534 -2.07630 -1.61283
Cl 3.84856 -1.18969 0.56148
H 3.35306 -1.36076 -1.73908
H 3.50464 -2.95450 -0.96725
C 7.66307 -3.62443 -4.38260
Cl 8.87496 -2.48995 -3.77544
Cl 8.26818 -4.55554 -5.76010
H 7.39781 -4.31121 -3.58567
H 6.79186 -3.06075 -4.70361
C 4.38645 -2.15421 -6.89153
Cl 4.91549 -1.89778 -5.22193
Cl 4.59836 -0.69612 -7.86589
H 4.97731 -2.95461 -7.32391
H 3.34015 -2.42563 -6.88934
C 6.95714 2.06388 -6.94131
Cl 8.63733 1.95339 -7.47362
Cl 6.82605 2.84522 -5.35942
H 6.39823 2.64593 -7.66565
H 6.54624 1.06349 -6.87050
C 3.77393 -5.99983 -7.20398
Cl 2.37948 -4.90858 -7.24085
Cl 4.52272 -6.03853 -5.60468
H 3.44030 -6.99855 -7.46067
H 4.50691 -5.65415 -7.92464
C -2.91928 -10.30689 2.94322
Cl -1.67130 -9.19898 3.53007
Cl -2.36233 -11.23412 1.54772
H -3.17651 -10.99393 3.74111
H -3.78942 -9.72815 2.65355
C -4.59044 7.79318 -0.55256
Cl -4.68847 6.87030 0.95474
Cl -3.00999 8.55664 -0.74776
H -4.75764 7.11933 -1.38620
H -5.35091 8.56537 -0.53718
*
```

=====

Molecular formula: C31H63ClNO9PS
Method: DFT, ωB97M-V with the def2-TZVPD basis set

Properties
HOMO energy	-8.17	eV
SMILES	CCC[C@H](C)[C@](Cl)(COCCOCCOCC)O[C@H](c1ccccn1)P(O)(O)=S.CCOCC.CCOCC.CCOCC
DFT total energy	-85718.212	eV
LUMO level	-0.3	eV
Kohn-Sham gap	7.86	eV

```
! wB97M-V def2-TZVPD RIJCOSX def2/J DEFGRID3
* xyz 0 1
C -3.85530 -0.53940 -1.80602
C -3.38209 -1.50024 -0.52520
C -2.21619 -0.75373 0.41367
C -1.01958 -1.83578 0.77828
C -0.66264 -1.93963 2.37369
C 0.32620 -1.66060 -0.19866
Cl -0.29733 -2.18595 -1.90859
C 1.50407 -2.73830 0.16669
O 2.08101 -3.20799 -1.10287
C 3.54232 -3.04447 -1.14795
C 3.91119 -2.73092 -2.74820
O 2.76727 -1.97368 -3.35598
C 3.15294 -1.46224 -4.68236
C 2.69055 0.08103 -4.99143
O 1.48301 0.18431 -5.85857
C 0.64096 1.33022 -5.45560
C -0.48732 0.76009 -4.36173
O 0.75691 -0.27214 -0.36661
C 1.47453 0.27274 0.78196
C 0.82567 1.70442 1.36390
C 1.25306 2.07616 2.86015
C 0.73228 3.46991 3.52461
C -0.19167 4.28894 2.46136
C -0.49356 3.65206 1.02094
N -0.04607 2.38781 0.37261
P 3.26572 0.76420 0.19605
O 4.49087 0.36573 1.40940
O 3.65067 0.18173 -1.40047
S 3.31830 2.74398 0.06658
H -4.95713 -0.19012 -1.57527
H -3.13282 0.37080 -1.94838
H -3.92775 -1.15961 -2.82347
H -4.34681 -1.78178 0.10536
H -3.00691 -2.49892 -1.00959
H -1.84728 0.18262 -0.18390
H -2.75953 -0.47014 1.41947
H -1.46070 -2.90226 0.47194
H -1.70036 -2.12145 2.93533
H -0.01624 -2.91058 2.60069
H -0.20780 -0.96598 2.84678
H 0.95090 -3.68293 0.64345
H 2.27943 -2.38700 0.96805
H 3.95146 -2.21905 -0.42182
H 4.12396 -4.04448 -0.86057
H 4.82578 -1.99619 -2.71810
H 4.11304 -3.72623 -3.33681
H 4.33124 -1.48946 -4.78089
H 2.72427 -2.23142 -5.48012
H 3.55319 0.64022 -5.59687
H 2.48166 0.73745 -4.04512
H 1.24262 2.24632 -5.03633
H -0.01436 1.75514 -6.35772
H -1.55475 0.61710 -4.86527
H -0.55369 1.41203 -3.39148
H -0.09414 -0.31132 -4.05104
H 1.57807 -0.42583 1.71093
H 1.94038 1.35431 3.48512
H 1.02956 3.79354 4.60930
H -0.63459 5.34020 2.75670
H -1.21265 4.30656 0.32412
H 4.77728 1.24719 1.83736
H 2.80786 0.26697 -1.93984
C -4.30098 -3.53689 -6.01741
C -3.87453 -3.97954 -4.62860
O -4.92482 -3.92382 -3.66696
C -6.06279 -4.74483 -3.91923
C -5.73906 -6.22750 -3.97139
H -4.76091 -2.54331 -5.98244
H -3.43801 -3.50270 -6.69018
H -5.03557 -4.22182 -6.45054
H -3.08974 -3.30462 -4.27184
H -3.43250 -4.98173 -4.65108
H -6.57341 -4.41691 -4.83030
H -6.76076 -4.56854 -3.09245
H -5.09778 -6.46790 -4.82350
H -6.65695 -6.81568 -4.06733
H -5.21099 -6.54070 -3.06591
C -0.81096 10.82931 1.88348
C -1.58125 9.59718 2.32519
O -0.76792 8.43386 2.45221
C 0.28971 8.49790 3.40615
C -0.19182 8.72297 4.82859
H -0.25301 10.62712 0.96273
H -1.49522 11.66504 1.70504
H -0.08786 11.14519 2.64091
H -2.33746 9.36708 1.56764
H -2.12564 9.78403 3.25740
H 1.02310 9.25472 3.11007
H 0.80600 7.53188 3.36086
H -0.65543 9.70629 4.94383
H 0.64670 8.66452 5.52939
H -0.93911 7.97424 5.10753
C 1.25544 -4.65887 6.26684
C 1.94893 -4.90571 4.93841
O 2.06720 -3.73586 4.13316
C 2.82243 -2.65871 4.68274
C 4.27136 -3.01693 4.96227
H 0.28340 -4.17805 6.11221
H 1.10135 -5.60281 6.79951
H 1.84530 -4.00270 6.91326
H 1.35502 -5.62200 4.36144
H 2.93166 -5.36732 5.08487
H 2.32959 -2.26725 5.57838
H 2.79885 -1.85345 3.93925
H 4.35302 -3.77072 5.74984
H 4.82763 -2.13227 5.28725
H 4.74879 -3.42613 4.06702
*
```

=====

Q: The lowest Kohn-Sham gap belongs to which entry?
A: C31H61NO11Rb2